[1]
DFT (the ωB97M-V functional and the def2-TZVPD basis) results for a molecular structure, C23H57GaN12.

CARTESIAN COORDINATES (ANGSTROEM)
Ga 0.09 -0.07 0.36
N -1.19 -1.30 -0.72
N 0.75 1.87 0.29
N 0.42 2.84 2.40
N -4.15 1.26 4.58
N 1.58 -1.07 1.26
N 1.29 -0.28 -1.41
N -3.28 -0.28 -0.66
N -3.10 -2.52 -1.33
N 2.63 -1.97 3.18
N 0.55 4.20 0.51
N -1.69 0.09 1.90
N 0.31 -2.21 2.79
C -0.18 3.90 3.20
C 0.54 -1.08 -2.38
C 1.54 1.07 -1.91
C -0.23 -3.36 2.05
C 1.57 -1.76 2.41
C -2.62 -3.84 -0.93
C -2.22 1.02 2.92
C 0.58 2.97 1.06
C 2.81 -0.86 0.50
C 3.77 -1.07 3.31
C -4.25 -2.61 -2.22
C -4.72 -0.38 -0.43
C 1.79 2.02 -0.75
C 1.21 5.35 1.11
C -0.01 -2.27 4.21
C -2.52 -1.38 -0.94
C -2.86 1.05 -1.13
C -0.02 4.47 -0.79
C 2.79 -3.16 4.00
C 2.52 -0.99 -1.00
C 1.23 1.91 3.16
C -3.69 0.71 3.27
C -0.33 -2.08 -1.62
H -3.60 0.89 5.36
H -1.86 -3.75 -0.16
H 3.39 -0.62 -1.56
H -0.12 -0.43 -2.95
H 1.20 -1.59 -3.09
H 0.26 -3.21 4.69
H 3.23 0.12 0.71
H 1.34 0.97 2.62
H -5.00 0.43 0.24
H 2.41 -2.05 -1.24
H 0.56 4.49 3.74
H 1.83 5.05 1.96
H -0.82 3.44 3.95
H 0.50 6.11 1.42
H 0.30 -2.76 -1.04
H -4.12 2.29 4.60
H -0.91 -2.65 -2.34
H -3.27 1.81 -0.46
H 0.48 -1.46 4.74
H -3.84 -0.38 3.30
H 0.05 -3.27 1.00
H 0.64 1.41 -2.44
H -0.67 5.34 -0.69
H 1.88 5.79 0.37
H 3.55 -1.62 0.75
H -1.60 0.92 3.82
H 2.76 1.81 -0.30
H 2.70 -2.93 5.06
H -1.09 -2.16 4.31
H 0.16 -4.31 2.43
H -5.16 -2.90 -1.70
H 3.79 -3.55 3.83
H -1.31 -3.37 2.15
H -3.22 1.25 -2.14
H -2.12 2.03 2.54
H -1.51 -0.83 2.32
H 3.57 -0.10 2.86
H -4.35 1.12 2.49
H -5.14 1.00 4.75
H 1.84 3.03 -1.15
H 2.38 1.10 -2.61
H -4.41 -1.67 -2.75
H 2.23 2.33 3.36
H 4.68 -1.50 2.88
H -3.46 -4.40 -0.54
H -0.77 4.56 2.59
H 0.75 1.72 4.11
H -0.61 3.62 -1.13
H 0.73 4.72 -1.54
H -1.77 1.13 -1.12
H -2.22 -4.40 -1.78
H -5.31 -0.27 -1.34
H -2.40 -0.05 1.18
H 3.96 -0.92 4.37
H -4.03 -3.37 -2.97
H -4.96 -1.32 0.04
H 2.08 -3.94 3.73

Output
charge: +4
E_HOMO: -19.6 eV
HOMO-LUMO gap: 9.4543 eV


[2]
DFT (the ωB97M-V functional and the def2-TZVPD basis) results for 5 unconnected molecules or ions with the total composition C23H57I3NO16P4.

CARTESIAN COORDINATES (ANGSTROEM)
I -2.53 4.21 -2.31
I -1.06 1.96 0.90
I -4.81 7.59 0.66
P 1.77 7.98 5.78
P 3.18 -2.48 0.70
P -1.74 -9.94 -4.99
P 2.49 -6.12 -3.81
O 2.25 9.48 5.69
O -3.12 -10.62 -5.34
O 2.89 -6.27 -2.42
O 2.63 -1.05 1.11
O 1.45 7.34 4.51
O 3.40 -5.13 -4.67
O 4.32 -2.91 1.51
O 1.01 -5.60 -4.00
O 0.56 8.05 6.78
O -1.09 -9.20 -6.07
O -0.88 -11.14 -4.43
O -2.12 -9.06 -3.72
O 2.50 -7.44 -4.69
O 3.46 -2.39 -0.87
O 1.89 -3.38 0.75
O 2.97 7.31 6.59
N -1.80 4.36 3.14
C -2.69 7.24 -1.85
C -3.72 2.09 2.23
C -0.37 4.73 2.89
C -1.38 -11.95 -3.35
C 2.84 5.93 6.96
C -3.68 5.81 0.10
C 3.41 9.79 4.88
C -5.21 2.46 2.22
C 3.52 -3.78 -4.21
C -2.75 4.38 1.98
C -4.18 -9.79 -5.84
C 1.53 -0.48 0.40
C 2.01 -4.77 0.39
C -2.52 5.65 1.12
C 3.73 -8.17 -4.79
C -3.41 5.96 -1.40
C 0.72 8.64 8.08
C 4.54 -1.54 -1.29
C -0.20 5.87 1.92
C -1.09 5.77 0.66
C 0.48 -5.40 -5.32
C -2.90 3.01 1.31
C -1.05 -8.37 -3.06
H -2.38 -11.64 -3.04
H 2.12 5.41 6.32
H -0.42 -6.01 -5.43
H -1.41 -7.39 -2.77
H 3.81 5.46 6.85
H 0.01 9.45 8.18
H -3.39 7.87 -2.40
H -3.45 3.08 0.38
H 4.57 -7.64 -4.35
H 0.05 5.04 3.84
H -5.07 -9.97 -5.24
H 3.90 8.88 4.52
H -0.70 -11.86 -2.51
H -1.82 3.44 3.59
H -2.29 7.80 -1.02
H 0.52 7.88 8.83
H 1.14 -1.15 -0.37
H -2.65 6.45 1.84
H -2.16 5.01 3.83
H 1.73 9.03 8.23
H 1.19 -5.68 -6.09
H -3.92 -8.74 -5.79
H 0.22 3.88 2.58
H 3.29 -3.70 -3.14
H 1.85 0.45 -0.06
H 0.82 5.93 1.58
H 3.61 -9.13 -4.29
H -4.38 -10.06 -6.88
H -5.48 3.06 1.36
H -3.74 4.56 2.41
H 2.52 5.86 8.00
H 5.04 -2.03 -2.12
H -5.84 1.58 2.28
H 1.26 -4.99 -0.36
H -1.41 -12.98 -3.68
H 1.84 -5.38 1.28
H -3.33 2.06 3.24
H -1.89 7.00 -2.54
H 4.10 10.36 5.49
H -0.74 4.92 0.08
H 2.84 -3.15 -4.78
H -0.19 -8.26 -3.72
H 0.73 -0.27 1.12
H 0.22 -4.35 -5.44
H 4.54 -3.46 -4.38
H 3.00 -5.00 -0.02
H -5.45 3.04 3.10
H -0.44 6.80 2.43
H 4.14 -0.59 -1.63
H 3.94 -8.34 -5.85
H -4.38 5.98 -1.86
H -3.61 1.09 1.85
H 5.26 -1.37 -0.49
H -0.76 -8.92 -2.17
H -4.42 5.03 0.22
H -0.89 6.68 0.11
H 3.09 10.38 4.03

Output
charge: +1
E_HOMO: -11.5 eV
HOMO-LUMO gap: 8.7524 eV


[3]
DFT (the ωB97M-V functional and the def2-TZVPD basis) results for a molecular structure, C23H58AsF6NO15Pt.

CARTESIAN COORDINATES (ANGSTROEM)
Pt -16.18 10.12 4.61
As -20.43 7.78 5.82
F -19.40 9.24 5.76
F -21.50 8.34 4.47
F -19.31 7.26 7.08
F -19.39 7.10 4.54
F -21.36 8.65 6.92
F -21.31 6.34 5.97
O -17.21 5.28 4.64
O -17.99 9.34 3.17
O -16.82 10.24 6.75
O -18.95 14.90 4.62
O -17.55 12.08 3.99
O -10.62 12.87 6.43
O -13.08 12.92 -0.62
O -16.74 6.90 7.17
O -15.79 7.88 4.75
O -21.64 5.42 2.36
O -20.68 7.99 1.85
O -14.64 9.69 3.05
O -14.85 10.97 6.21
O -14.37 11.43 1.20
O -13.21 12.36 3.86
N -18.08 14.56 5.62
C -18.89 11.59 3.76
C -17.18 5.54 7.20
C -18.71 10.47 2.72
C -16.20 14.96 4.09
C -18.83 14.47 6.91
C -16.45 14.73 7.92
C -21.15 5.79 1.06
C -19.86 13.33 6.76
C -14.36 12.89 1.22
C -15.71 10.68 7.11
C -19.42 15.74 7.43
C -12.98 13.34 0.73
C -17.01 16.81 5.62
C -14.55 7.48 4.07
C -17.81 4.98 5.88
C -15.34 10.77 8.61
C -20.12 6.93 1.13
C -11.34 12.21 5.37
C -16.79 15.33 5.50
C -15.84 14.66 6.52
C -12.57 13.00 4.99
C -17.75 13.93 7.97
C -14.56 8.34 2.78
H -13.23 13.11 5.82
H -18.88 5.32 5.86
H -17.66 12.57 4.88
H -14.80 15.11 6.50
H -19.31 11.10 4.64
H -20.95 4.80 2.63
H -18.47 8.71 3.75
H -16.30 15.61 3.19
H -14.71 6.44 3.88
H -17.57 12.89 7.80
H -16.00 7.43 5.55
H -18.53 16.31 7.75
H -15.14 13.24 0.48
H -15.31 8.11 1.98
H -19.37 15.73 4.90
H -12.15 13.06 -0.87
H -18.13 11.00 1.95
H -14.48 11.42 8.78
H -11.53 11.08 5.62
H -18.18 13.99 8.97
H -16.65 15.77 8.12
H -12.29 12.71 1.31
H -22.01 6.22 0.54
H -17.51 7.51 7.15
H -19.93 16.26 6.58
H -14.63 13.20 2.22
H -15.81 13.64 6.16
H -18.00 17.05 5.20
H -12.30 14.00 4.56
H -19.37 12.45 6.29
H -20.09 15.56 8.27
H -17.81 3.89 5.89
H -20.13 13.07 7.80
H -13.65 11.55 4.25
H -20.71 5.01 0.44
H -14.37 10.39 2.39
H -16.25 17.35 5.07
H -16.24 11.03 9.06
H -15.05 9.80 8.98
H -12.77 14.42 0.98
H -20.80 7.65 2.77
H -19.13 6.61 1.54
H -19.72 10.21 2.33
H -14.00 11.23 0.31
H -17.64 6.12 4.43
H -19.58 12.35 3.29
H -10.73 12.16 4.47
H -13.58 8.09 2.24
H -20.70 13.59 6.08
H -17.92 5.45 8.00
H -16.74 14.08 3.75
H -16.27 5.00 7.52
H -15.21 14.47 4.13
H -19.97 7.40 0.09
H -9.88 13.26 5.99
H -15.73 14.49 8.73
H -13.69 7.67 4.68
H -16.96 17.28 6.60

Output
E_HOMO (alpha / beta): -8.8 / -9.2 eV
2S+1: 3
HOMO-LUMO gap (alpha / beta): 8.9004 / 8.7725 eV


[4]
DFT (the ωB97M-V functional and the def2-TZVPD basis) results for 7 unconnected molecules or ions with the total composition C23H59BN2O16P2S2.

CARTESIAN COORDINATES (ANGSTROEM)
S -4.45 -0.07 -1.06
S 2.55 2.67 -2.84
P 4.77 3.60 1.63
P 1.06 3.47 -1.88
O 1.13 6.29 2.80
O -5.10 -1.54 1.09
O -0.37 -4.45 -6.81
O 4.56 3.84 3.06
O -3.41 -3.39 5.14
O -0.81 0.38 0.04
O -3.16 -0.71 2.70
O 5.42 2.15 1.36
O 1.33 2.19 0.49
O -1.98 -1.83 1.01
O 5.78 4.62 0.94
O -2.18 -4.26 2.60
O 6.97 3.18 -1.12
O 2.01 5.22 2.36
O -6.93 -3.25 3.96
O 4.09 7.36 2.23
N -4.79 -3.61 0.40
N -4.46 -2.75 -0.65
C -1.78 0.75 1.04
C -0.27 1.22 -0.97
C 2.84 -4.43 0.39
C -4.30 1.14 0.29
C 3.06 -4.57 1.89
C 0.59 -2.14 -2.89
C 3.31 3.63 0.56
C -0.65 -1.19 -4.96
C 1.14 4.33 1.70
C 0.14 0.60 2.76
C -4.66 -1.56 -0.18
C -1.49 -0.08 -4.28
C -5.14 -2.86 1.38
C 0.85 -4.10 -1.23
C -0.34 -2.40 -4.08
C 1.55 -3.67 0.06
C 1.42 -3.37 -2.47
C -2.90 1.70 0.56
C -0.70 1.04 -3.56
C -1.23 1.42 -2.16
C -1.07 1.39 2.26
C 0.34 2.53 -0.45
C 2.03 3.16 1.27
B -2.34 -0.65 1.59
H 3.49 2.91 -0.25
H 2.31 2.63 2.18
H 1.26 -1.31 -3.14
H 1.05 1.20 2.76
H -0.74 1.92 -4.21
H -4.76 0.72 1.19
H -0.89 -5.20 -7.12
H -5.44 -3.22 2.36
H 5.01 7.06 2.18
H 7.59 3.42 -1.82
H -1.65 2.43 -2.16
H -3.04 2.47 1.33
H 1.77 -2.59 0.01
H 0.85 -3.79 0.90
H 0.28 -0.76 -5.36
H 1.76 6.81 3.33
H -3.11 -4.09 2.42
H -0.06 3.79 -2.65
H 3.99 -5.11 2.11
H 0.60 0.65 -1.32
H 5.21 1.77 0.50
H -3.42 0.16 3.03
H 1.52 -4.07 -3.30
H -7.87 -3.12 3.83
H 0.00 0.27 3.80
H 0.33 -0.27 2.14
H 2.24 -5.13 2.35
H -4.95 1.96 -0.02
H 2.43 -3.03 -2.23
H -1.21 -1.56 -5.82
H -3.48 -2.52 4.74
H -0.81 2.42 2.02
H -2.19 -4.84 3.37
H 3.58 6.55 2.16
H -2.58 2.26 -0.33
H -2.07 0.76 -1.93
H 0.66 4.83 0.86
H 2.83 -5.41 -0.08
H -1.29 -2.82 -3.73
H -1.81 1.46 3.06
H -2.16 -0.57 -3.56
H -1.81 -2.51 1.69
H -0.21 -3.90 -1.15
H 5.80 4.43 -0.02
H 3.12 -3.60 2.38
H -2.11 0.39 -5.05
H 0.11 -3.17 -4.72
H 3.71 -3.90 -0.03
H 0.98 -5.18 -1.35
H 1.36 4.72 -1.31
H -0.45 3.16 0.00
H 0.36 4.00 2.40
H -6.82 -3.33 4.91
H 0.35 0.77 -3.49
H -3.07 -3.25 6.03
H 3.21 4.62 0.12
H 0.00 -1.83 -2.02
H 0.25 -4.25 -7.51
H 7.52 2.80 -0.43

Output
E_HOMO: -8.9 eV
HOMO-LUMO gap: 8.8828 eV


no.,E (eV)
1,-94998.3838
2,-120486.6162
3,-137381.8378
4,-101473.7888